(1)
Formula: C19H42BrClO6SSiW
Source: the OMol25 dataset
Level of theory: ωB97M-V/def2-TZVPD

Last column: Mulliken charge in e.
CARTESIAN COORDINATES (ANGSTROEM)
1 W -1.618 -1.456 -0.542  1.15
2 O -5.002 -2.990 -1.581  -0.48
3 Cl -3.760 -2.496 -1.227  1.84
4 O -2.671 -3.486 -1.096  -0.57
5 O -3.146 -1.493 -2.151  -0.64
6 O -3.665 -1.813 0.110  -0.54
7 C -2.124 2.099 -1.823  -1.34
8 C -1.807 1.755 -0.390  0.64
9 C -2.904 2.038 0.602  -1.20
10 O -1.550 0.275 -0.341  -0.22
11 H -2.258 3.179 -1.893  0.45
12 H -3.050 1.621 -2.144  0.31
13 H -1.312 1.818 -2.493  0.37
14 H -0.852 2.170 -0.072  0.26
15 H -3.839 1.571 0.293  0.31
16 H -3.059 3.116 0.645  0.44
17 H -2.635 1.697 1.601  0.29
18 C 0.499 -3.639 5.883  -1.73
19 C 0.489 -2.763 4.609  2.38
20 C 1.868 -2.878 3.936  -1.72
21 C 0.318 -1.294 5.023  -1.88
22 Si -0.964 -3.401 3.564  -1.48
23 Br -0.193 -2.308 1.358  -0.18
24 C -0.916 -5.221 3.024  2.59
25 C 0.513 -5.750 2.840  -2.12
26 C -1.581 -6.020 4.170  -1.64
27 C -1.680 -5.505 1.723  -1.44
28 C -2.668 -2.636 3.901  2.99
29 C -3.811 -3.354 3.169  -1.85
30 C -2.921 -2.764 5.420  -1.82
31 C -2.734 -1.150 3.511  -1.69
32 H 1.245 -3.233 6.570  0.55
33 H 0.782 -4.670 5.674  0.36
34 H -0.456 -3.644 6.412  0.34
35 H 2.626 -2.622 4.681  0.55
36 H 1.983 -2.168 3.116  0.38
37 H 2.100 -3.874 3.569  0.30
38 H 1.180 -1.009 5.632  0.60
39 H -0.571 -1.118 5.626  0.33
40 H 0.296 -0.625 4.160  0.29
41 H 1.097 -5.716 3.758  0.38
42 H 1.058 -5.209 2.063  0.33
43 H 0.456 -6.798 2.535  0.60
44 H -1.077 -5.883 5.129  0.35
45 H -1.524 -7.084 3.928  0.54
46 H -2.634 -5.777 4.298  0.31
47 H -1.231 -4.993 0.869  -0.06
48 H -2.731 -5.235 1.769  0.31
49 H -1.628 -6.579 1.523  0.58
50 H -3.937 -4.385 3.492  0.39
51 H -3.682 -3.341 2.088  0.11
52 H -4.744 -2.831 3.394  0.59
53 H -2.876 -3.797 5.769  0.38
54 H -3.929 -2.398 5.630  0.56
55 H -2.230 -2.168 6.017  0.34
56 H -2.669 -1.018 2.429  -0.03
57 H -1.963 -0.543 3.977  0.28
58 H -3.702 -0.754 3.829  0.57
59 O -0.171 -2.127 -1.748  -0.59
60 S 1.342 -2.585 -1.512  0.37
61 C 2.015 -2.268 -3.165  -0.58
62 C 2.040 -3.601 -3.931  -0.67
63 C 1.033 -4.538 -3.268  -0.68
64 C 1.246 -4.363 -1.769  -0.31
65 H 2.995 -1.811 -3.031  0.46
66 H 1.338 -1.528 -3.592  0.31
67 H 3.040 -4.030 -3.880  0.33
68 H 1.809 -3.431 -4.980  0.36
69 H 1.192 -5.576 -3.555  0.47
70 H 0.009 -4.270 -3.533  0.23
71 H 2.211 -4.756 -1.436  0.52
72 H 0.462 -4.748 -1.118  0.05

Computed properties:
Total energy   -4988.779848 hartree
M   725.89 Da
HOMO   -14.51 eV
Net charge   +2
Relative energy (zero: lowest compared OMol25 entry of this formula, charge and spin)   12.2 kcal/mol
LUMO energy   -0.25042 hartree


(2)
Formula: C39H70BBrClN4O14S6
Source: the OMol25 dataset
Level of theory: ωB97M-V/def2-TZVPD

Last column: Mulliken charge in e.
CARTESIAN COORDINATES (ANGSTROEM)
1 C 1.684 1.023 2.663  -1.33
2 C 2.415 1.505 1.646  -0.75
3 C 2.016 1.418 0.194  1.68
4 C 0.500 1.417 -0.003  -2.03
5 C -0.186 2.755 0.220  0.21
6 C -1.131 3.133 -0.729  -0.51
7 C -1.837 4.312 -0.605  -1.13
8 C -1.625 5.153 0.472  -0.61
9 C -0.672 4.811 1.428  0.69
10 C -0.388 5.715 2.599  -1.56
11 C 0.024 3.618 1.292  -0.22
12 N 2.530 2.484 -0.730  1.21
13 C 3.673 3.319 -0.299  -0.71
14 C 4.495 3.933 -1.437  -0.89
15 C 5.056 5.326 -1.039  -0.83
16 C 4.520 6.393 -2.000  -0.67
17 S 4.710 8.051 -1.399  0.99
18 O 4.056 8.938 -2.305  -0.54
19 O 6.084 8.282 -1.092  -0.53
20 Cl 3.591 7.998 0.304  -0.13
21 C 2.644 1.805 -1.930  -0.70
22 N 2.220 2.261 -3.069  0.40
23 C 1.539 3.574 -3.225  -0.69
24 O 1.873 4.088 -4.464  -0.44
25 C 0.849 3.894 -5.449  -0.59
26 N 3.210 0.568 -1.791  0.03
27 C 2.737 0.144 -0.423  0.31
28 Br 1.510 -1.396 -0.522  -0.13
29 B 4.094 -0.396 0.265  0.58
30 N 5.159 0.556 0.633  -0.52
31 O 4.263 -1.745 0.461  -0.49
32 H 1.130 0.091 2.606  0.29
33 H 1.642 1.580 3.593  0.28
34 H 3.361 1.971 1.902  0.44
35 H 0.056 0.672 0.657  0.97
36 H 0.238 1.101 -1.016  0.76
37 H -1.356 2.499 -1.580  0.55
38 H -2.591 4.587 -1.333  0.41
39 H -2.185 6.070 0.599  0.50
40 H -1.285 6.122 3.055  0.49
41 H 0.310 6.510 2.331  0.28
42 H 0.104 5.116 3.367  0.29
43 H 0.735 3.377 2.067  0.14
44 H 4.353 2.775 0.353  0.28
45 H 3.249 4.137 0.290  0.55
46 H 5.338 3.282 -1.672  0.34
47 H 3.919 4.063 -2.351  0.46
48 H 6.134 5.303 -1.182  0.26
49 H 4.793 5.574 -0.014  0.62
50 H 3.449 6.277 -2.178  0.38
51 H 5.035 6.352 -2.961  0.39
52 H 2.348 1.693 -3.903  0.34
53 H 1.863 4.237 -2.429  0.25
54 H 0.466 3.392 -3.132  0.63
55 H -0.005 4.529 -5.208  0.31
56 H 1.275 4.172 -6.408  0.30
57 H 0.537 2.849 -5.495  0.25
58 H 2.789 -0.113 -2.434  -0.32
59 H 5.327 0.466 1.631  0.17
60 H 6.043 0.386 0.167  0.22
61 H 5.092 -2.027 0.054  0.28
62 C 1.163 -6.993 -1.255  -0.66
63 C 2.048 -6.661 -0.045  -0.71
64 C 1.790 -5.194 0.324  -0.57
65 S 0.106 -4.843 -0.203  1.02
66 O 0.146 -3.855 -1.262  -0.56
67 O -0.736 -4.652 0.951  -0.73
68 C -0.222 -6.443 -0.926  -0.59
69 H 1.126 -8.063 -1.450  0.42
70 H 1.556 -6.501 -2.148  0.20
71 H 1.774 -7.306 0.792  0.31
72 H 3.103 -6.830 -0.256  0.37
73 H 1.864 -5.014 1.393  0.43
74 H 2.452 -4.516 -0.212  0.23
75 H -0.870 -6.319 -1.791  0.37
76 H -0.722 -7.046 -0.169  0.35
77 C 1.562 -3.439 -5.773  -0.61
78 C 0.257 -3.205 -4.999  -0.63
79 C 0.472 -1.979 -4.104  0.03
80 S 1.692 -0.969 -4.939  1.36
81 O 2.894 -0.911 -4.122  -0.84
82 O 1.098 0.269 -5.400  -0.74
83 C 1.986 -2.073 -6.308  -0.87
84 H 1.433 -4.156 -6.581  0.41
85 H 2.328 -3.826 -5.097  0.27
86 H -0.555 -3.013 -5.703  0.32
87 H -0.025 -4.071 -4.402  0.25
88 H -0.439 -1.399 -3.973  0.47
89 H 0.874 -2.253 -3.130  -0.32
90 H 3.033 -2.018 -6.599  0.45
91 H 1.351 -1.746 -7.131  0.38
92 C -5.882 -3.335 -0.706  -0.54
93 C -4.839 -3.569 0.395  -0.69
94 C -4.364 -5.019 0.271  0.62
95 S -4.559 -5.468 -1.456  1.03
96 O -5.557 -6.504 -1.556  -0.64
97 O -3.259 -5.624 -2.069  -0.60
98 C -5.282 -3.918 -1.984  -0.75
99 H -6.117 -2.279 -0.825  0.38
100 H -6.806 -3.860 -0.455  0.25
101 H -3.993 -2.893 0.252  0.21
102 H -5.250 -3.378 1.384  0.42
103 H -3.319 -5.134 0.555  0.16
104 H -4.984 -5.692 0.854  -0.70
105 H -6.012 -4.112 -2.766  0.43
106 H -4.475 -3.294 -2.368  0.34
107 C 3.129 7.160 6.514  -0.68
108 C 2.410 6.207 7.478  -0.61
109 C 0.966 6.704 7.623  -0.66
110 S 0.569 7.550 6.085  1.12
111 O 0.361 8.946 6.361  -0.68
112 O -0.407 6.787 5.347  -0.62
113 C 2.183 7.350 5.332  -0.52
114 H 4.091 6.763 6.193  0.34
115 H 3.307 8.119 7.004  0.32
116 H 2.412 5.197 7.062  0.28
117 H 2.906 6.162 8.446  0.33
118 H 0.257 5.893 7.767  0.36
119 H 0.866 7.429 8.428  0.36
120 H 2.405 8.226 4.727  0.47
121 H 2.145 6.459 4.705  0.18
122 C -7.454 -8.860 1.940  -0.80
123 C -8.768 -8.587 2.683  -0.67
124 C -8.554 -7.342 3.551  -0.71
125 S -7.295 -6.359 2.721  1.30
126 O -6.117 -6.304 3.551  -0.68
127 O -7.886 -5.152 2.193  -0.69
128 C -7.004 -7.516 1.379  -0.49
129 H -7.584 -9.596 1.148  0.40
130 H -6.705 -9.243 2.636  0.33
131 H -9.562 -8.399 1.959  0.29
132 H -9.073 -9.437 3.291  0.36
133 H -9.456 -6.743 3.646  0.35
134 H -8.170 -7.595 4.538  0.36
135 H -5.956 -7.494 1.097  0.31
136 H -7.623 -7.208 0.537  0.40

Computed properties:
Total energy   -8248.379101 hartree
M   1137.57 Da
HOMO   -11.00 eV
Net charge   +1
LUMO energy   -0.08422 hartree


What is the formula in the first record?
C19H42BrClO6SSiW